(1)
The following is a DFT calculation (ωB97M-V with the def2-TZVPD basis set) of a molecular structure, C48H29Cl3LuN10OS at a distorted geometry.

The charge is +1. Its HOMO energy (alpha / beta) is -0.32455 / -0.32507 Ha. The value obtained for the LUMO energy (alpha / beta) is -3.836 / -3.844 eV.

Cartesian coordinates (Å):
Lu 0.39 -0.44 -1.24
Cl -2.82 -2.75 6.79
Cl 2.90 5.14 2.63
Cl 3.16 1.08 6.24
S -5.54 -1.43 6.45
O -1.10 0.37 5.25
N 2.77 1.92 -2.61
N -1.66 -0.33 -2.13
N 0.34 -2.35 -2.34
N 2.35 -0.45 -2.30
N 2.67 -2.77 -2.79
N -2.07 -2.69 -2.67
N -0.02 -1.08 0.84
N 0.14 -0.96 3.09
N 0.41 1.64 -2.03
N -1.96 2.05 -2.46
C -0.46 -4.44 -3.08
C -3.23 -0.06 6.22
C -1.12 -1.50 2.78
C 3.13 -1.54 -2.59
C 1.45 -3.14 -2.71
C 6.89 0.35 -2.83
C -1.81 0.31 6.47
C -4.95 -1.64 -3.09
C 6.91 -1.05 -2.82
C -0.58 -6.80 -3.40
C -1.22 -5.57 -3.29
C 1.13 3.70 -2.61
C 1.56 -5.67 -3.28
C -4.92 1.17 -2.70
C 1.55 2.33 -2.36
C -3.86 -0.96 -2.60
C -1.18 -1.63 1.42
C 2.21 3.86 3.52
C 1.95 4.81 -2.73
C -0.81 -3.09 -2.64
C -0.84 5.00 -2.66
C -3.76 0.44 -2.48
C 5.66 1.03 -2.98
C -0.72 2.42 -2.35
C 0.83 -6.81 -3.34
C -3.77 -1.30 6.48
C 3.18 0.65 -2.56
C 0.24 2.50 3.84
C -4.25 0.82 5.74
C -2.46 -1.45 -2.45
C 0.95 1.66 4.75
C 5.73 -1.82 -2.94
C -6.02 0.47 -3.10
C 4.54 -1.14 -2.85
C 0.77 -0.86 4.43
C 2.26 2.01 5.13
C -6.04 -0.91 -3.37
C 4.51 0.28 -2.84
C -0.03 6.12 -2.82
C -0.24 3.75 -2.61
C 0.71 -0.69 1.89
C 0.94 -4.49 -3.03
C 2.86 3.16 4.53
C -5.46 0.22 5.80
C 0.88 3.55 3.20
C 0.34 0.33 5.27
C 1.36 6.05 -2.83
C -2.40 0.79 -2.29
H 1.84 -0.63 4.21
H 1.40 -7.75 -3.45
H -6.93 -1.33 -3.76
H -0.54 7.08 -3.11
H 1.70 -0.22 1.84
H -1.12 -7.74 -3.46
H 0.63 -1.76 4.98
H -0.82 2.33 3.54
H -5.00 -2.73 -3.37
H -4.86 2.25 -2.71
H -7.00 1.02 -3.19
H 2.02 6.94 -2.85
H -1.31 -0.22 7.26
H 0.68 0.21 6.33
H 0.33 4.11 2.45
H -2.22 -5.43 -3.01
H -1.76 1.34 6.88
H -1.90 -2.27 0.84
H 7.87 -1.54 -2.78
H 5.81 -2.94 -3.06
H 7.77 1.00 -2.78
H 5.59 2.05 -3.31
H -1.91 5.08 -2.52
H -4.04 1.80 5.42
H 3.86 3.46 4.82
H -6.38 0.55 5.34
H -1.82 -1.82 3.58
H 2.66 -5.63 -3.39
H 3.02 4.64 -2.75

(2)
The following is a DFT calculation (ωB97M-V with the def2-TZVPD basis set) of a molecular structure, C48H30Cl4F6N4PPbS2 at a distorted geometry.

As for the spin multiplicity: 2. The charge is -2. Its HOMO energy (alpha / beta) is -0.07115 / -0.09695 Ha. The value obtained for the LUMO energy (alpha / beta) is 3.005 / 2.997 eV. Its relative energy (zero: lowest compared OMol25 entry of this formula, charge and spin) is 0.0000 eV. Its expectation value of S² is 0.76.

Cartesian coordinates (Å):
Pb 0.27 0.61 -0.60
Cl 5.81 -5.25 -5.54
Cl -6.70 4.24 5.13
Cl 7.05 2.28 6.06
Cl -6.91 -4.31 -4.65
S -1.01 3.51 -0.52
S 2.31 3.18 -0.38
P -0.65 -0.60 -6.24
F -0.95 0.97 -6.34
F -2.23 -0.94 -6.28
F -0.75 -0.55 -4.56
F -0.52 -0.69 -7.88
F -0.27 -2.19 -6.28
F 0.94 -0.24 -6.10
N 0.00 -1.71 -1.45
N -1.96 -0.12 0.13
N 2.10 -0.77 0.38
N 0.03 0.92 1.83
C -4.72 -2.82 -4.48
C 2.89 -1.57 -0.46
C 5.37 2.37 3.90
C 4.17 -0.98 1.26
C 4.95 -4.76 -3.03
C -5.58 -3.67 -3.74
C -0.61 1.92 3.85
C -0.04 4.14 0.71
C -3.89 1.57 4.08
C 4.21 -1.64 0.11
C -1.12 -2.24 -1.92
C -3.43 2.08 2.84
C 4.18 -4.12 -2.05
C -4.25 -3.35 -1.79
C 4.83 -4.38 -4.39
C 2.18 4.79 1.82
C -0.71 4.90 1.80
C 3.32 -3.08 -2.44
C -4.85 2.26 4.82
C 1.04 -2.47 -1.92
C -4.13 0.45 0.50
C 1.43 4.09 0.72
C 0.64 1.61 3.95
C -2.75 0.60 0.95
C -4.01 3.25 2.30
C 5.60 1.76 5.12
C 3.21 -2.82 -3.78
C 3.74 0.28 4.70
C 2.83 -0.35 1.41
C -2.39 -1.72 -1.70
C -4.15 -0.42 -0.57
C 2.40 0.48 2.51
C -3.48 -2.42 -2.49
C -2.77 -0.78 -0.74
C 2.38 -2.30 -1.51
C 0.51 -3.47 -2.77
C 4.82 0.73 5.54
C 3.99 -3.41 -4.76
C 1.09 0.98 2.71
C -0.84 -3.34 -2.75
C -5.30 -4.01 -2.42
C 3.52 0.87 3.44
C -5.44 3.35 4.25
C -5.03 3.83 3.01
C -1.06 1.47 2.53
C -3.69 -2.15 -3.81
C 4.30 2.02 3.11
C -2.37 1.37 2.06
H -0.27 4.85 2.82
H 4.98 -0.79 2.00
H -3.69 3.58 1.25
H -5.04 0.86 0.91
H 1.69 5.73 2.02
H -1.69 4.48 1.89
H 4.28 -4.35 -0.98
H -3.00 -1.49 -4.30
H 5.10 -2.15 -0.33
H -5.01 -0.76 -1.05
H 5.61 -5.56 -2.62
H -4.93 -2.65 -5.50
H 3.13 -0.46 5.15
H -5.22 1.83 5.79
H 3.26 4.91 1.61
H 3.86 -3.07 -5.79
H -5.51 4.76 2.67
H -3.35 0.76 4.46
H 2.50 -2.02 -4.00
H 2.12 4.20 2.75
H -4.06 -3.54 -0.74
H 1.09 -4.22 -3.36
H -0.84 5.99 1.58
H 4.00 2.65 2.26
H 5.96 3.25 3.71
H 5.02 0.23 6.47
H -1.56 -3.86 -3.40
H 1.26 1.89 4.80
H -5.94 -4.66 -1.79
H -1.28 2.39 4.54